[1]
Below is a 4-piece molecular cluster, C2H13NO3S overall at a distorted geometry, with properties calculated with ωB97M-V/def2-TZVPD.

SMILES   NCCS.O.O.O
LUMO energy   0.36 eV
Kohn-Sham gap   9.9 eV
2S+1   1

The geometry in XYZ format:
```
20
Properties=species:S:1:pos:R:3:forces:R:3
C -0.3978 -0.8305 0.1183 -0.266 -0.829 -1.055
C 0.2028 0.2951 0.9031 0.551 -0.240 1.712
S -0.7882 1.8146 1.1394 0.250 -0.226 -0.489
N 0.6999 -1.6239 -0.4799 -0.235 0.397 0.031
H -1.0462 -0.4656 -0.6751 0.138 0.261 -0.231
H -1.0321 -1.5199 0.6785 -0.167 0.469 0.585
H 1.1902 0.5431 0.5343 -0.118 0.274 -0.731
H 0.4679 -0.0661 1.9078 -0.334 -0.042 -0.065
H 0.3001 2.5849 1.0590 -0.165 0.273 0.147
H 0.3137 -2.3030 -1.1231 0.030 -0.097 0.229
H 1.0846 -2.1692 0.2771 0.361 -0.246 -0.005
H -0.0654 -4.1956 -3.6565 -0.078 0.319 -0.031
H 0.0097 -2.8319 -2.8848 -0.081 -0.028 -0.588
O 0.1838 -3.7738 -2.8293 0.142 -0.281 0.402
H 2.3532 4.0140 -2.1845 -0.022 -0.034 0.045
H 2.1608 4.4456 -0.7261 -0.007 -0.049 -0.029
O 2.4146 4.7705 -1.5941 0.031 0.084 -0.025
H -1.9807 0.6196 2.8474 -0.365 0.001 0.248
H -3.3791 0.6416 3.5035 0.074 0.095 -0.042
O -2.6918 0.0504 3.1849 0.263 -0.102 -0.112
```
Positions in Å, forces in eV/Å.



[2]
Below is C18H32N2O15P3Zr as an isolated structure, with properties calculated with ωB97M-V/def2-TZVPD.

Total charge   +1
LUMO energy   -2.17 eV
Kohn-Sham gap   9.5 eV
2S+1   1

The geometry in XYZ format:
```
71
Properties=species:S:1:pos:R:3:forces:R:3
Zr 0.7298 0.2568 0.4736 0.211 0.280 0.298
C 1.7713 2.8359 -2.9074 0.042 -0.014 0.011
N 1.3631 1.5550 -3.4890 -0.064 -0.073 0.022
C 1.6792 1.3141 -4.8955 -0.007 0.029 0.034
C 0.7501 0.6534 -2.7462 0.200 0.029 -0.038
O 0.4694 0.8756 -1.5522 -0.252 0.042 -0.130
C 0.3703 -0.6776 -3.3758 0.020 0.036 -0.030
O -0.3765 -1.4562 -2.4803 -0.034 -0.025 -0.015
C 0.1553 -2.7127 -2.1617 0.065 -0.019 -0.038
C 1.2001 -2.6202 -1.0540 0.034 -0.097 0.225
O 1.3849 -1.5265 -0.4861 0.111 -0.188 -0.391
N 1.8900 -3.6888 -0.7001 -0.061 0.020 -0.026
C 2.8868 -3.6126 0.3726 -0.014 0.018 -0.010
C 1.7462 -4.9947 -1.3316 -0.011 0.023 0.016
H 2.7584 3.0884 -3.2884 -0.001 0.008 0.009
H 1.8167 2.7461 -1.8287 -0.024 0.016 -0.002
H 1.0589 3.6145 -3.1789 0.004 0.004 -0.012
H 2.0124 2.2512 -5.3307 -0.004 -0.006 -0.012
H 0.8028 0.9809 -5.4486 0.008 -0.009 -0.012
H 2.4811 0.5822 -4.9989 -0.004 -0.005 -0.013
H 1.2854 -1.1802 -3.7097 0.004 0.001 0.037
H -0.2329 -0.4852 -4.2680 -0.017 -0.013 0.014
H 0.5868 -3.1991 -3.0420 -0.027 0.008 -0.012
H -0.6720 -3.3306 -1.8084 -0.010 0.027 0.010
H 2.9007 -2.6153 0.7984 0.009 -0.006 0.004
H 3.8683 -3.8577 -0.0330 0.001 -0.003 0.006
H 2.6293 -4.3351 1.1460 0.005 0.003 0.004
H 0.8433 -5.0570 -1.9299 0.001 0.002 -0.004
H 1.6858 -5.7515 -0.5512 0.008 -0.010 -0.011
H 2.6123 -5.2073 -1.9595 0.000 -0.016 0.001
O 2.2048 0.7398 4.0693 -0.007 0.059 0.038
P 3.0201 -0.0527 2.9617 0.127 -0.054 -0.195
O 4.0187 -0.9732 3.4869 0.016 -0.004 -0.040
O 1.9792 -0.5387 1.9469 -0.113 -0.101 0.267
O 3.7623 1.1847 2.1180 -0.081 0.011 0.073
P 3.0131 1.7795 0.8576 -0.197 0.094 -0.068
O 3.8120 3.0828 0.4946 0.116 -0.088 0.072
O 2.8957 0.7841 -0.2676 -0.002 0.009 -0.051
O 1.5594 2.1134 1.2197 0.054 0.068 -0.019
H 2.6502 0.6926 4.9253 -0.012 -0.010 -0.022
H 4.6694 3.1689 0.9317 -0.035 0.020 -0.002
C -2.1453 4.2637 -1.1401 0.040 -0.024 0.042
O -1.1958 3.2012 -0.9125 -0.068 0.004 -0.037
P -1.3830 2.1746 0.3057 0.151 -0.151 -0.006
O -1.7812 3.0646 1.5566 -0.024 0.005 0.065
C -0.8307 3.4589 2.5680 -0.034 0.020 0.004
O -2.8401 1.5281 0.0951 -0.052 0.085 -0.032
C -3.0753 0.7652 -1.0952 -0.032 -0.042 0.002
H -1.6752 5.2087 -0.8772 -0.023 0.010 0.002
H -3.0450 4.1242 -0.5431 -0.008 0.006 -0.012
H -2.3998 4.2582 -2.1976 0.001 0.009 -0.001
H -0.0789 4.1228 2.1458 0.014 -0.010 -0.002
H -0.3534 2.5836 3.0008 0.014 0.012 -0.004
H -1.4091 3.9849 3.3218 0.007 0.000 -0.005
H -3.0331 1.4097 -1.9750 0.009 -0.004 -0.011
H -4.0752 0.3502 -1.0015 0.000 0.013 0.000
H -2.3536 -0.0486 -1.1863 -0.003 0.035 -0.029
O -0.6031 0.2649 2.2874 -0.032 0.037 0.064
C -1.3438 -0.6281 1.7887 -0.006 -0.044 -0.034
O -1.0402 -1.0294 0.6044 -0.005 -0.033 0.012
C -2.4987 -1.1789 2.5094 0.008 -0.002 -0.028
C -3.3108 -2.1287 1.8958 -0.022 -0.010 0.022
C -4.4017 -2.6384 2.5786 0.023 0.017 -0.005
C -4.6745 -2.1992 3.8681 -0.034 -0.020 0.008
C -3.8642 -1.2517 4.4794 0.022 0.012 -0.017
C -2.7728 -0.7372 3.8002 -0.011 -0.008 0.022
H -3.0803 -2.4570 0.8913 0.009 0.010 -0.006
H -5.0392 -3.3765 2.1111 -0.005 -0.002 -0.001
H -5.5269 -2.5999 4.4011 -0.001 0.001 0.002
H -4.0847 -0.9170 5.4836 0.000 0.004 0.004
H -2.1267 0.0002 4.2565 0.003 0.002 -0.006
```
Positions in Å, forces in eV/Å.



[3]
Below is a 2-piece molecular cluster, C5H11N overall, with properties calculated with ωB97M-V/def2-TZVPD.

LUMO energy   1.00 eV
Kohn-Sham gap   7.7 eV
2S+1   1

The geometry in XYZ format:
```
17
Properties=species:S:1:pos:R:3:forces:R:3
C 2.0560 0.1624 -0.5086 0.209 -0.108 -0.032
N 1.1557 -0.2762 0.3422 -0.232 -0.164 0.032
C 0.6315 0.0798 1.6649 0.101 0.187 0.286
C 0.0758 -0.8840 0.7189 0.212 0.001 -0.133
C -1.0149 1.4051 -1.1059 -0.031 0.056 -0.054
C -1.0302 -1.7320 0.2281 -0.012 -0.058 -0.033
H 2.0711 -0.2483 -1.5091 0.013 0.009 0.140
H 0.0636 1.2827 -0.9632 -0.339 0.090 -0.041
H 2.7872 0.8755 -0.1596 -0.079 -0.129 0.016
H 0.2564 1.1108 1.7388 -0.028 -0.174 -0.022
H 1.2261 -0.2438 2.5243 -0.005 0.062 -0.127
H -1.5471 1.3301 -0.1527 0.101 0.044 -0.158
H -1.3799 0.6268 -1.7828 0.021 0.154 0.083
H -1.1923 2.3869 -1.5464 -0.091 -0.081 0.006
H -1.9932 -1.3529 0.5902 0.161 -0.018 -0.051
H -1.0655 -1.7435 -0.8666 0.057 0.025 0.158
H -0.9320 -2.7680 0.5758 -0.058 0.106 -0.070
```
Positions in Å, forces in eV/Å.



[4]
Below is a 3-piece molecular cluster, C3H12NO3S overall at a distorted geometry, with properties calculated with ωB97M-V/def2-TZVPD.

Total charge   +1
LUMO energy   -3.47 eV
Kohn-Sham gap   9.3 eV
2S+1   1

The geometry in XYZ format:
```
20
Properties=species:S:1:pos:R:3:forces:R:3
O 1.0228 2.3949 -0.7591 -0.147 0.189 -0.009
C 1.3545 1.3785 -0.2166 0.390 0.316 -0.501
C 1.1913 0.0589 -0.9860 -1.487 -0.287 0.748
C 0.8589 -1.0480 -0.0196 0.754 -1.583 1.572
S 2.3702 -1.5420 0.9453 0.196 0.250 -0.423
N -0.0382 0.3090 -1.8710 1.602 -0.429 -0.258
H 1.7087 1.3704 0.8209 0.135 -0.330 -0.007
H 1.9836 -0.2527 -1.6619 0.345 0.374 0.095
H 0.4943 -1.9918 -0.4206 -0.120 0.348 -0.702
H 0.1865 -0.8197 0.7987 -0.388 0.757 -0.458
H 1.6812 -2.0414 1.9798 0.011 0.055 -0.035
H -0.1750 -0.5480 -2.4062 -0.553 0.026 0.091
H 0.2171 1.0458 -2.5281 -0.358 0.372 0.133
H -0.8561 0.5356 -1.2926 -0.286 -0.293 -0.179
H -2.9842 -0.8117 -0.1709 0.125 -0.350 -0.682
H -2.0666 -0.0719 0.6959 0.850 -0.347 -0.325
O -2.0395 -0.5990 -0.1430 -1.005 0.706 0.772
H -1.6015 0.3381 2.9650 0.267 -0.152 -0.094
H -1.9318 1.5338 2.1466 -0.236 0.865 -0.076
O -1.3762 0.7612 2.1234 -0.094 -0.486 0.339
```
Positions in Å, forces in eV/Å.



Q: Which of these has the lowest Kohn-Sham gap?
A: C5H11N



Q: Which formula does entry 2 have?
A: C18H32N2O15P3Zr